# 1
ORCA calculation (ωB97M-V/def2-TZVPD) on a 7-piece molecular cluster, C24H55BrF3NO9S overall at a distorted geometry.

XYZ file:
```
94
C24H55BrF3NO9S, DFT ωB97M-V/def2-TZVPD
N 2.4529 -6.0789 0.4425
C 2.1411 -5.1322 1.5805
C 1.8491 -3.5780 1.1252
C 1.7899 -3.3569 -0.5120
C 1.8336 -1.7846 -0.9741
C 0.4474 -0.9460 -0.7251
O -0.3280 -1.1931 0.5353
C -0.5587 0.0082 1.4052
C -2.0053 0.8086 1.2173
C -3.3146 -0.1782 1.2317
O -3.8620 -0.2595 -0.1340
C -3.4929 -1.5219 -0.7995
C -4.7975 -2.5492 -0.9759
F -5.0241 -3.3720 0.2624
F -5.9834 -1.6440 -1.1913
F -4.5617 -3.3711 -2.1861
C 0.8327 0.8759 1.0748
S 2.0860 -0.1195 2.1079
C 0.7919 2.4414 1.5687
C 2.1738 2.9855 2.2622
C 2.1725 2.8668 3.9291
Br 2.9788 4.5401 4.7652
C 0.8028 0.6446 -0.5523
C 1.9264 1.3562 -1.5084
C 1.0771 1.7176 -3.0343
C 1.4139 0.5910 -4.3116
O 0.0016 0.6713 -3.4727
H 3.2996 -5.8026 -0.1013
H 1.6269 -6.2781 -0.1630
H 3.0578 -5.1012 2.3274
H 1.2153 -5.4932 2.2408
H 2.7569 -2.9085 1.5149
H 0.8230 -3.2715 1.6153
H 2.7898 -3.8532 -0.9349
H 0.9112 -3.9764 -1.0298
H 2.7675 -1.2484 -0.4637
H 2.0790 -1.7572 -2.1421
H -0.2710 -1.2882 -1.6118
H -0.5347 -0.2802 2.5446
H -2.1334 1.5562 2.1364
H -2.0334 1.4867 0.2510
H -3.0243 -1.2074 1.7070
H -4.1599 0.2883 1.9138
H -3.1065 -1.2449 -1.8698
H -2.6721 -2.1374 -0.2365
H 1.5051 -0.2140 3.3898
H 0.5575 3.1349 0.6346
H -0.0762 2.5098 2.3853
H 2.2205 4.1592 2.0499
H 3.1657 2.5498 1.7912
H 1.0452 2.7876 4.2345
H 2.7167 1.9045 4.3184
H -0.2088 1.1652 -0.9031
H 2.3319 2.3831 -1.1169
H 2.8381 0.6830 -1.7993
H 0.9349 2.9244 -3.3466
H 1.4942 -0.5539 -4.0131
H 0.8336 0.7018 -5.3316
C 5.6978 -4.3552 -2.7076
O 5.2561 -3.9922 -1.4124
H 5.2326 -5.3028 -2.9889
H 5.4064 -3.5822 -3.4228
H 6.7843 -4.4721 -2.7036
H 5.6850 -3.1484 -1.1901
C 0.0305 6.5552 5.1585
O -0.6220 5.3001 5.2172
H 0.7728 6.5324 4.3572
H -0.7025 7.3386 4.9510
H 0.5305 6.7519 6.1100
H -1.2742 5.3504 5.9366
C -5.4733 3.2420 2.4384
O -4.1882 2.9426 2.9515
H -6.0054 2.3075 2.2456
H -6.0305 3.8318 3.1703
H -5.3728 3.8009 1.5047
H -3.7401 3.7903 3.1126
C -5.5203 7.0500 4.5579
O -6.1728 5.7950 4.6167
H -4.7779 7.0273 3.7566
H -6.2533 7.8334 4.3505
H -5.0202 7.2467 5.5095
H -6.8250 5.8453 5.3360
C 0.1601 -1.5186 -8.0325
O 0.2548 -1.0227 -6.7098
H 0.5602 -0.7711 -8.7215
H 0.7415 -2.4397 -8.1198
H -0.8875 -1.7118 -8.2761
H -0.1074 -1.7068 -6.1214
C 2.7511 -5.0831 -5.0351
O 2.8458 -4.5873 -3.7124
H 3.1512 -4.3357 -5.7241
H 3.3325 -6.0042 -5.1223
H 1.7035 -5.2763 -5.2787
H 2.4836 -5.2714 -3.1240
```

Output
LUMO level = 0.4 eV
Highest occupied orbital energy = -8.549 eV
Gap between HOMO and LUMO = 8.91 eV
SMILES string = NCCCC[C@H]1O[C@H](CCOCC(F)(F)F)[C@](S)(CCCBr)[C@H]1C[C@H]1CO1.CO.CO.CO.CO.CO.CO

***

# 2
ORCA calculation (ωB97M-V/def2-TZVPD) on C24H56MnN7O8 as an isolated structure at a distorted geometry.

XYZ file:
```
96
C24H56MnN7O8, DFT ωB97M-V/def2-TZVPD
Mn -15.7241 28.6128 21.8854
C -13.1962 26.3837 24.3483
C -14.3999 26.0340 23.4503
C -15.3959 25.1807 24.2134
O -14.9348 27.1707 22.8750
H -12.6795 25.4739 24.6320
H -13.6318 26.9991 25.1398
H -12.4814 26.9733 23.7758
H -14.0007 25.3816 22.6531
H -16.0983 24.7021 23.5321
H -15.9338 25.7961 24.9462
H -14.8648 24.4357 24.8083
C -9.4875 25.9175 20.4390
O -9.8845 27.0601 20.5230
N -10.0561 24.8453 21.0420
C -11.2177 25.0151 21.8856
C -9.7700 23.5060 20.5766
H -8.5857 25.6735 19.8513
H -11.0871 24.2664 22.6782
H -12.1862 24.8988 21.3997
H -11.2031 25.9211 22.4783
H -10.2162 23.3174 19.5973
H -8.7047 23.2813 20.6010
H -10.2065 22.7538 21.2367
C -18.1444 21.9472 27.4138
O -18.4234 21.2018 26.5254
N -17.0987 22.8056 27.3767
C -16.2760 22.9390 26.2250
C -16.9968 23.9186 28.3284
H -18.6951 21.9903 28.3616
H -16.6723 23.5945 25.4446
H -16.0986 21.9666 25.7671
H -15.2907 23.3102 26.5019
H -17.2157 24.8346 27.7560
H -17.8018 23.8902 29.0577
H -16.0020 23.9689 28.7529
C -18.3094 29.2364 23.7223
O -17.4586 28.9839 22.8560
N -18.9505 28.3152 24.3690
C -19.9665 28.6488 25.3823
C -18.7599 26.9223 24.0024
H -18.6022 30.2592 23.9528
H -19.8868 27.9895 26.2398
H -20.9401 28.4543 24.9213
H -19.8740 29.6912 25.6546
H -19.6837 26.4358 24.2860
H -18.6110 26.7925 22.9322
H -17.8750 26.4821 24.4558
C -7.8231 26.0028 25.4453
O -6.8468 25.7954 26.1382
N -8.2253 27.2289 25.0488
C -9.4376 27.3969 24.2990
C -7.4278 28.4102 25.3905
H -8.5042 25.1938 25.1301
H -9.8200 26.4157 24.0344
H -9.2779 27.9549 23.3694
H -10.1929 27.9718 24.8492
H -7.8150 29.2567 24.8321
H -7.6206 28.6585 26.4415
H -6.3830 28.1746 25.2342
C -11.4600 22.6093 23.7773
O -10.6957 22.4886 22.8456
N -11.2239 22.2557 25.0444
C -12.1324 22.6196 26.0993
C -10.0455 21.4737 25.3847
H -12.4494 23.0723 23.6359
H -12.9111 23.2723 25.7070
H -11.5880 23.1501 26.8874
H -12.6159 21.7507 26.5574
H -9.6991 20.9419 24.5047
H -9.2325 22.1112 25.7544
H -10.2765 20.7814 26.1955
C -21.0985 21.7516 23.4570
O -22.2565 21.5979 23.2362
N -20.4379 22.9444 23.4534
C -19.0252 23.0703 23.7062
C -21.1355 24.1727 23.2369
H -20.3846 20.9364 23.6937
H -18.8539 23.4156 24.7226
H -18.6187 23.6995 22.9120
H -18.5343 22.1083 23.5587
H -22.2150 24.0307 23.2241
H -20.9472 24.8514 24.0785
H -20.9147 24.7175 22.3122
C -14.9756 21.2690 22.7093
O -14.6673 21.0532 23.8719
N -14.2523 20.9453 21.6015
C -14.7968 21.1780 20.2626
C -13.0013 20.2553 21.6398
H -15.9473 21.6990 22.4151
H -14.0795 21.7292 19.6514
H -15.7220 21.7508 20.3045
H -15.0321 20.2251 19.7796
H -12.9296 19.4704 20.8818
H -12.0949 20.8534 21.5218
H -12.9323 19.7431 22.6003
```

Output
Net charge = +1
LUMO level (spin up / spin down) = -5.0 / -5.2 eV
⟨S²⟩ = 8.756
Highest occupied orbital energy (spin up / spin down) = -10.651 / -10.651 eV
Gap between HOMO and LUMO (spin up / spin down) = 5.61 / 5.42 eV
Energy relative to the best compared isomer or geometry (same formula, charge and spin) = 2.8376 eV
2S+1 = 6

***

# 3
ORCA calculation (ωB97M-V/def2-TZVPD) on a 8-piece molecular cluster, C24H56N8O8 overall at a distorted geometry.

XYZ file:
```
96
C24H56N8O8, DFT ωB97M-V/def2-TZVPD
C -3.1737 3.8780 5.1466
O -3.4062 4.4095 6.2183
N -3.5304 4.2848 3.9200
C -3.1734 3.5761 2.7090
C -4.1636 5.5898 3.7796
H -2.5205 2.9833 5.1322
H -4.1202 3.4253 2.1820
H -2.8320 2.5834 3.0036
H -2.4399 4.1122 2.1078
H -3.4714 6.4016 3.5499
H -5.0197 5.4988 3.1135
H -4.5516 5.8760 4.7586
C 0.5310 -5.0395 -4.2643
O -0.5714 -4.6496 -4.5741
N 1.5334 -4.2499 -3.7847
C 2.7637 -4.8299 -3.2612
C 1.2786 -2.8679 -3.4517
H 0.8719 -6.0899 -4.2956
H 2.6786 -5.3205 -2.2884
H 3.4855 -4.0204 -3.2872
H 3.0953 -5.6153 -3.9441
H 1.3148 -2.7761 -2.3586
H 1.9859 -2.1331 -3.8359
H 0.2599 -2.5296 -3.6264
C 0.6464 -0.4404 0.5358
O 1.1888 -1.1978 -0.2510
N -0.1147 0.6067 0.1705
C -0.7747 1.4313 1.2181
C -0.5182 0.8998 -1.1710
H 0.7775 -0.5429 1.6219
H -0.5354 2.4445 0.8948
H -0.2122 1.2841 2.1361
H -1.8465 1.2671 1.2536
H 0.1856 0.6392 -1.9647
H -1.5244 0.5339 -1.3790
H -0.4009 1.9857 -1.2980
C 1.5265 4.0410 -4.0357
O 1.3059 3.5877 -2.9238
N 1.2746 3.3829 -5.1854
C 1.5019 4.1147 -6.4290
C 1.0197 1.9627 -5.1551
H 1.8998 5.0639 -4.1512
H 0.6456 4.0173 -7.1016
H 2.3753 3.7109 -6.9417
H 1.5424 5.1810 -6.2300
H 1.9827 1.4477 -5.2800
H 0.6260 1.6683 -4.1896
H 0.4335 1.5746 -5.9859
C 3.6947 -5.3690 0.7188
O 4.1262 -6.4841 0.9363
N 4.2669 -4.4320 -0.0526
C 3.5618 -3.1984 -0.4100
C 5.5288 -4.6164 -0.7530
H 2.7801 -4.9944 1.2094
H 3.6071 -3.0164 -1.4810
H 4.0343 -2.4054 0.1653
H 2.4944 -3.3514 -0.2651
H 5.2433 -5.1666 -1.6609
H 6.0318 -3.7135 -1.0929
H 6.3060 -5.2230 -0.2919
C 1.3013 6.7633 -1.3282
O 1.1838 7.9287 -1.6152
N 0.6909 6.1301 -0.2922
C 0.8154 4.7346 -0.0537
C -0.2236 6.8385 0.5669
H 1.9349 6.0308 -1.8567
H 0.8955 4.4570 1.0006
H 1.7252 4.3141 -0.4953
H 0.0814 4.0523 -0.5011
H -0.3797 7.8730 0.2629
H -1.1761 6.2989 0.5632
H 0.0212 6.9680 1.6288
C -3.9402 -0.1903 5.5160
O -4.3004 0.7011 4.7704
N -3.1873 -1.2471 5.1449
C -2.7799 -2.2656 6.1297
C -2.7215 -1.3641 3.7841
H -4.2627 -0.3572 6.5604
H -2.4128 -1.8734 7.0718
H -1.9266 -2.7656 5.6680
H -3.5846 -3.0019 6.1345
H -3.4496 -1.8756 3.1594
H -2.5108 -0.3979 3.3149
H -1.7159 -1.7707 3.6473
C -2.1657 -3.8607 0.7421
O -2.7613 -4.0402 1.7841
N -1.0760 -4.5298 0.3205
C -0.5377 -4.2868 -1.0205
C -0.4624 -5.5038 1.1787
H -2.5491 -3.1131 0.0336
H 0.5471 -4.3572 -0.9723
H -0.7319 -3.2500 -1.2893
H -1.0330 -4.9743 -1.7024
H -0.5075 -6.5355 0.8230
H 0.5911 -5.2355 1.3157
H -0.8969 -5.4852 2.1761
```

Output
LUMO level = 0.2 eV
Highest occupied orbital energy = -9.164 eV
Gap between HOMO and LUMO = 9.38 eV
Energy relative to the best compared isomer or geometry (same formula, charge and spin) = 6.3751 eV
SMILES string = CN(C)C=O.CN(C)C=O.CN(C)C=O.CN(C)C=O.CN(C)C=O.CN(C)C=O.CN(C)C=O.CN(C)C=O

***

Number 1: energy -134711.3500 eV. Number 2: energy -83919.3436 eV. Number 3: energy -54095.5566 eV.